P | Here is a cluster of 2 separate species, C5H14NO in total from the Open Molecules 2025 dataset. Energies are from the ωB97M-V functional and the def2-TZVPD basis.

Bonds (Å) are listed after each position.
Element x y z (Å)
1 C 0.92005 -0.61292 0.35096  C2 1.511, N6 1.511, H7 1.085, H8 1.085
2 C 0.15022 0.24551 1.32721  C1 1.511, C3 1.516, H9 1.097, H10 1.087
3 C -1.35447 0.13602 1.17440  C2 1.516, C4 1.326, C5 1.498
4 C -2.00674 0.97505 0.38146  C3 1.326, H11 1.090, H12 1.086
5 C -2.04356 -0.80418 2.11522  C3 1.498, H13 1.090, H14 1.097, H15 1.087
6 N 0.86701 -0.07325 -1.05962  C1 1.511, H16 1.023, H17 1.020, H18 1.023
7 H 1.97321 -0.66349 0.60531  C1 1.085
8 H 0.58293 -1.64124 0.42941  C1 1.085
9 H 0.41543 1.30053 1.18398  C2 1.097
10 H 0.48726 0.05508 2.34267  C2 1.087
11 H -1.54664 1.76542 -0.21159  C4 1.090
12 H -3.06840 0.85284 0.19036  C4 1.086
13 H -1.37878 -1.57158 2.51238  C5 1.090
14 H -2.37566 -0.19903 2.96744  C5 1.097
15 H -2.95337 -1.20165 1.67357  C5 1.087
16 H 0.21852 -0.66275 -1.58785  N6 1.023
17 H 0.45515 0.86009 -1.03789  N6 1.020
18 H 1.75310 -0.15185 -1.56432  N6 1.023
19 H 2.68131 0.76629 -4.57141  O21 0.965
20 H 3.54041 0.43498 -3.42458  O21 0.966
21 O 2.68300 0.19014 -3.79711  H19 0.965, H20 0.966

The calculation puts the LUMO energy at -3.3 eV. As for the HOMO energy: -13.3 eV. Its HOMO-LUMO gap is 10.01 eV. The total charge is +1.

Q | Here is a cluster of 2 separate species, C5H14NO in total from the Open Molecules 2025 dataset. Energies are from the ωB97M-V functional and the def2-TZVPD basis.

Bonds (Å) are listed after each position.
Element x y z (Å)
1 C 1.15815 0.98597 1.49315  C2 1.527, H7 1.039, H8 1.130, H9 1.122
2 C 0.91057 0.06997 0.29716  C1 1.527, N3 1.617, C6 1.487, H10 1.136
3 N -0.68349 0.12718 0.03427  C2 1.617, C4 1.530, H11 1.039, H12 1.139
4 C -1.03668 -0.17051 -1.42480  N3 1.530, C5 1.497, H13 1.118, H14 1.082
5 C 0.36725 -0.22977 -1.94094  C4 1.497, C6 1.555, H15 1.034, H16 1.161
6 C 1.35257 0.56177 -1.03497  C2 1.487, C5 1.555, H17 1.072, H18 1.052
7 H 0.60674 0.71717 2.33183  C1 1.039
8 H 0.81706 2.05883 1.39072  C1 1.130
9 H 2.26730 0.93678 1.65192  C1 1.122
10 H 1.23393 -0.99907 0.50314  C2 1.136
11 H -1.12749 1.04268 0.24558  N3 1.039
12 H -1.00319 -0.69808 0.75070  N3 1.139
13 H -1.64083 -1.10907 -1.49507  C4 1.118
14 H -1.62725 0.67694 -1.74565  C4 1.082
15 H 0.56538 -1.20352 -2.22539  C5 1.034
16 H 0.13771 0.27255 -2.96238  C5 1.161
17 H 1.02157 1.57839 -1.11586  C6 1.072
18 H 2.32548 0.68845 -1.41589  C6 1.052
19 H -1.22745 -2.25477 2.53820  O21 1.043
20 H -2.68051 -1.46843 2.20103  O21 0.990
21 O -1.73682 -1.58347 1.92325  H19 1.043, H20 0.990

The calculation puts the LUMO energy at -3.1 eV. As for the HOMO energy: -15.5 eV. Its HOMO-LUMO gap is 12.42 eV. The total charge is +1.

R | Here is a cluster of 2 separate species, C5H14NO in total from the Open Molecules 2025 dataset. Energies are from the ωB97M-V functional and the def2-TZVPD basis.

Bonds (Å) are listed after each position.
Element x y z (Å)
1 C 1.12283 -0.96658 -2.91338  C2 1.532, H7 1.088, H8 1.094, H9 1.086
2 C 0.59656 -0.09879 -1.76582  C1 1.532, C3 1.538, H10 1.089, H11 1.087
3 C 0.60987 -0.81268 -0.40370  C2 1.538, C4 1.515, H12 1.091, H13 1.093
4 C 0.80716 0.16377 0.73822  C3 1.515, N6 1.481, H14 1.092, H15 1.094
5 C -0.30983 2.28648 1.41991  N6 1.284, H16 1.084, H17 1.084
6 N -0.28597 1.16020 0.80311  C4 1.481, C5 1.284, H18 1.020
7 H 1.14405 -0.40589 -3.84547  C1 1.088
8 H 0.42051 -1.78832 -3.08398  C1 1.094
9 H 2.08169 -1.41263 -2.66627  C1 1.086
10 H -0.45725 0.10686 -1.94711  C2 1.089
11 H 1.24761 0.77109 -1.72534  C2 1.087
12 H 1.36690 -1.58342 -0.25080  C3 1.091
13 H -0.31032 -1.38837 -0.27457  C3 1.093
14 H 1.70018 0.75138 0.51714  C4 1.092
15 H 1.01485 -0.18512 1.75399  C4 1.094
16 H -1.04429 3.00464 1.07323  C5 1.084
17 H 0.04113 2.41397 2.43711  C5 1.084
18 H -1.17418 0.95480 0.34486  N6 1.020
19 H -2.42153 -2.03756 1.71864  O21 0.963
20 H -2.71230 -0.64288 2.29087  O21 0.963
21 O -2.00566 -1.19905 1.94720  H19 0.963, H20 0.963

The calculation puts the LUMO energy at -5.6 eV. As for the HOMO energy: -15.1 eV. Its HOMO-LUMO gap is 9.59 eV. The total charge is +1.

Least stable of them? R.

P | Here is a cluster of 2 separate species, C5H14NO in total from the Open Molecules 2025 dataset. Energies are from the ωB97M-V functional and the def2-TZVPD basis.

Bonds (Å) are listed after each position.
Element x y z (Å)
1 C -0.40475 0.73080 0.98361  O2 1.574, C3 1.481, H8 1.149, H9 1.070
2 O -0.83842 -0.53638 1.80955  C1 1.574, H10 1.038
3 C -1.09107 1.11677 -0.27033  C1 1.481, C4 1.514, H11 1.138
4 C -1.13931 -0.03330 -1.25417  C3 1.514, C5 1.651, H12 1.006, H13 1.125
5 C -0.37401 0.34697 -2.66727  C4 1.651, C6 1.587, H14 1.111, H15 1.155
6 C 1.20094 0.54139 -2.65668  C5 1.587, H16 1.068, H17 1.173, H18 1.095
7 N 1.30346 -1.71844 4.32472  H19 0.990, H20 0.983, H21 1.034
8 H 0.60110 0.22650 0.75042  C1 1.149
9 H -0.20673 1.48113 1.72069  C1 1.070
10 H -1.83353 -0.83076 1.84187  O2 1.038
11 H -1.90993 1.90626 -0.23393  C3 1.138
12 H -0.58934 -0.80094 -0.90875  C4 1.006
13 H -2.17060 -0.19636 -1.67351  C4 1.125
14 H -0.51755 -0.29287 -3.56368  C5 1.111
15 H -0.79724 1.40475 -2.85916  C5 1.155
16 H 1.68331 0.91014 -3.53571  C6 1.068
17 H 1.66622 1.29689 -1.88885  C6 1.173
18 H 1.63161 -0.42834 -2.38591  C6 1.095
19 H 2.27087 -1.51107 4.36830  N7 0.990
20 H 0.87498 -2.58764 4.16077  N7 0.983
21 H 0.63999 -1.02549 3.93802  N7 1.034

The calculation puts the LUMO energy at -8.1 eV. As for the HOMO energy: -11.7 eV. Its HOMO-LUMO gap is 3.67 eV. The total charge is +1.

Q | Here is the ion C5H14NO with charge +1 from the Open Molecules 2025 dataset. Energies are from the ωB97M-V functional and the def2-TZVPD basis.

Bonds (Å) are listed after each position.
Element x y z (Å)
1 C -1.49599 0.98402 -0.16169  C2 1.485, H8 1.154, H9 1.073, H10 1.260
2 C -0.29103 0.76841 -1.00182  C1 1.485, C3 1.558, C4 1.678, H11 1.180
3 C 0.58454 2.03389 -1.24434  C2 1.558, H12 1.104, H13 1.140, H14 1.076
4 C 0.62393 -0.42774 -0.26185  C2 1.678, N5 1.560, C6 1.527, H15 1.121
5 N 1.49875 -0.15098 0.99957  C4 1.560, H16 1.068, H17 1.011, H18 1.159
6 C -0.22918 -1.65968 0.03410  C4 1.527, O7 1.411, H19 1.135, H20 1.072
7 O -0.74991 -1.49085 1.33476  C6 1.411, H21 1.028
8 H -2.43699 1.35339 -0.71847  C1 1.154
9 H -1.87889 0.01438 0.09298  C1 1.073
10 H -1.09302 1.70018 0.79366  C1 1.260
11 H -0.70142 0.14075 -1.91250  C2 1.180
12 H -0.00450 2.91074 -0.92237  C3 1.104
13 H 0.82337 2.30014 -2.32662  C3 1.140
14 H 1.51066 1.90933 -0.71134  C3 1.076
15 H 1.45295 -0.52923 -1.00952  C4 1.121
16 H 0.93941 0.52086 1.61284  N5 1.068
17 H 2.47699 0.09683 1.05567  N5 1.011
18 H 1.50386 -1.16557 1.56054  N5 1.159
19 H -1.05128 -1.78905 -0.73802  C6 1.135
20 H 0.36680 -2.54649 -0.05765  C6 1.072
21 H -1.55357 -2.12598 1.41932  O7 1.028

Its structure (SMILES) is CC(C)[C@@H]([NH3+])CO. The calculation puts the LUMO energy at -3.6 eV. As for the HOMO energy: -14.5 eV. Its HOMO-LUMO gap is 10.87 eV. The total charge is +1.

R | Here is a cluster of 2 separate species, C5H14NO in total from the Open Molecules 2025 dataset. Energies are from the ωB97M-V functional and the def2-TZVPD basis.

Bonds (Å) are listed after each position.
Element x y z (Å)
1 C -2.91040 -0.24214 0.15528  C2 1.469, H7 1.072, H8 1.119, H9 1.160
2 C -2.40685 -0.84706 1.39593  C1 1.469, C3 1.595, H10 1.037, H11 1.120
3 C -0.89887 -1.35118 1.27553  C2 1.595, C4 1.532, H12 1.129, H13 1.194
4 C -0.05691 -0.82040 0.11144  C3 1.532, C5 1.351, N6 1.637
5 C 0.72773 -1.40312 -0.82161  C4 1.351, H14 1.103, H15 1.139
6 N 0.67298 0.50042 0.74663  C4 1.637, H16 0.996, H17 1.064, H18 1.103
7 H -3.04113 -0.89258 -0.68727  C1 1.072
8 H -2.28358 0.59931 -0.23371  C1 1.119
9 H -3.95812 0.14638 0.46598  C1 1.160
10 H -2.90371 -1.70516 1.69925  C2 1.037
11 H -2.31047 -0.05226 2.17956  C2 1.120
12 H -0.35209 -0.89139 2.15025  C3 1.129
13 H -0.54785 -2.43254 1.64140  C3 1.194
14 H 1.60070 -0.88988 -1.25918  C5 1.103
15 H 0.27653 -2.39679 -1.14942  C5 1.139
16 H 0.98070 0.22608 1.65294  N6 0.996
17 H 0.11290 1.39936 0.84366  N6 1.064
18 H 1.45118 0.78998 0.02007  N6 1.103
19 H 5.50850 2.93357 -3.96112  O21 0.943
20 H 5.43243 3.84638 -2.73880  O21 0.984
21 O 4.90633 3.48304 -3.48679  H19 0.943, H20 0.984

The calculation puts the LUMO energy at -3.8 eV. As for the HOMO energy: -13.7 eV. Its HOMO-LUMO gap is 9.87 eV. The total charge is +1.

S | Here is a cluster of 2 separate species, C5H14NO in total from the Open Molecules 2025 dataset. Energies are from the ωB97M-V functional and the def2-TZVPD basis.

Bonds (Å) are listed after each position.
Element x y z (Å)
1 C -2.53202 -1.42209 2.34491  C2 1.535, H7 1.017, H8 1.191, H9 1.084
2 C -1.55418 -1.97146 1.29764  C1 1.535, C3 1.602, H10 1.078, H11 1.167
3 C -0.28998 -0.99899 1.14760  C2 1.602, C4 1.542, H12 1.120, H13 1.107
4 C 0.29360 -0.68998 -0.24621  C3 1.542, C5 1.318, H14 1.101
5 C 1.27463 0.12376 -0.58112  C4 1.318, N6 1.568, H15 1.054
6 N 1.35666 0.74970 -2.01638  C5 1.568, H16 1.071, H17 1.139, H18 1.073
7 H -3.44863 -1.80778 2.55900  C1 1.017
8 H -2.82792 -0.40385 1.80188  C1 1.191
9 H -2.08040 -1.12599 3.28457  C1 1.084
10 H -2.08082 -1.94680 0.35718  C2 1.078
11 H -1.30511 -3.09569 1.48873  C2 1.167
12 H 0.42232 -1.62506 1.74300  C3 1.120
13 H -0.33230 -0.00762 1.63797  C3 1.107
14 H 0.35362 -1.58743 -0.88141  C4 1.101
15 H 2.21666 0.17788 -0.11068  C5 1.054
16 H 2.23946 0.24138 -2.34543  N6 1.071
17 H 1.47003 1.83206 -1.68004  N6 1.139
18 H 0.51076 0.40292 -2.57716  N6 1.073
19 H 0.73250 3.79186 -2.15000  O21 1.009
20 H 1.13341 3.73978 -0.64782  O21 1.016
21 O 1.29344 3.23987 -1.51776  H19 1.009, H20 1.016

The calculation puts the LUMO energy at -3.9 eV. As for the HOMO energy: -13.0 eV. Its HOMO-LUMO gap is 9.06 eV. The total charge is +1.

Least stable of them? P.